P | Computed, not measured: a 2-piece molecular cluster, C4H13NOS overall, with ωB97M-V with the def2-TZVPD basis set.

The geometry in XYZ format:
```
20
Properties=species:S:1:pos:R:3
C -1.319 2.243 2.045
S -0.933 0.485 2.054
C -1.292 0.001 0.316
C -0.045 -0.590 -0.315
C -0.290 -1.352 -1.646
N 0.213 -0.539 -2.776
H -2.265 2.469 2.545
H -1.357 2.683 1.064
H -0.577 2.775 2.642
H -1.684 0.861 -0.224
H -2.053 -0.776 0.336
H 0.378 -1.339 0.359
H 0.826 0.055 -0.469
H 0.282 -2.270 -1.659
H -1.364 -1.532 -1.727
H -0.152 -0.849 -3.675
H -0.116 0.413 -2.656
O 3.851 -0.572 -1.123
H 4.018 -1.504 -1.297
H 2.893 -0.487 -1.090
```

Its structure (SMILES) is CSCCCN.O. The calculation puts the HOMO energy at -8.5871 eV. The total charge is 0. The HOMO-LUMO gap comes out at 9.47 eV. As for the LUMO energy: 0.9 eV.

=====

Q | Computed, not measured: a 2-piece molecular cluster, C4H13NOS overall, with ωB97M-V with the def2-TZVPD basis set.

The geometry in XYZ format:
```
20
Properties=species:S:1:pos:R:3
C -1.491 0.975 -0.250
C -0.258 1.637 0.352
N 0.989 0.875 0.302
C 1.222 -0.161 1.265
C 0.210 -1.300 1.431
S -0.031 -2.253 -0.093
H -1.863 0.175 0.360
H -1.312 0.563 -1.228
H -2.288 1.687 -0.321
H -0.018 2.521 -0.229
H -0.439 1.918 1.390
H 1.098 0.527 -0.648
H 2.190 -0.571 1.039
H 1.286 0.303 2.250
H -0.713 -0.903 1.781
H 0.647 -2.000 2.147
H -1.211 -1.731 -0.456
O 0.909 -0.466 -2.942
H 0.725 -0.824 -3.814
H 0.349 -0.971 -2.336
```

Its structure (SMILES) is CCNCCS.O. The calculation puts the HOMO energy at -8.6109 eV. The total charge is 0. The HOMO-LUMO gap comes out at 9.26 eV. As for the LUMO energy: 0.6 eV.

=====

The structure shown above that is least stable: P.